C29H35BrN2O3PdSi as an isolated structure, computed with ωB97M-V with the def2-TZVPD basis set.

The calculation puts the HOMO energy (alpha / beta) at -7.475 / -7.477 eV. The calculation puts the LUMO energy (alpha / beta) at -0.0115 / -0.0115 Ha. The calculation puts the orbital gap (alpha / beta) at 7.16 / 7.16 eV. Its net charge is 0.

The geometry in XYZ format:
```
72
Properties=species:S:1:pos:R:3:mulliken_charge:R:1
Pd -1.6362 -0.9368 -1.2962 0.0268
O 1.1114 -0.4680 -3.7171 -0.7930
C 1.7283 0.4224 -2.9213 0.2305
C 3.1232 0.3693 -2.8595 -0.5551
C 3.8332 1.2785 -2.1015 -0.3629
C 3.1652 2.2697 -1.3943 -0.9342
C 1.7828 2.3195 -1.4509 -0.3346
C 1.0380 1.4032 -2.1868 0.1220
C -0.4830 1.5683 -2.2586 0.2526
O -1.1416 0.4952 -2.8303 -0.7208
N -1.0137 1.9596 -0.9248 -0.2801
N -1.1600 0.9310 -0.0634 0.4148
C -1.8505 1.0868 1.0087 -1.0092
C -2.2083 -0.0190 1.8821 0.2330
Br -1.9686 -1.8061 1.1919 -0.1768
C -2.8052 0.0691 3.0807 -0.6967
C -3.0133 1.3077 3.8422 0.5603
C -2.0864 2.3515 3.8465 -0.2635
C -2.3269 3.5037 4.5768 -0.6329
C -3.4908 3.6294 5.3210 -0.4160
C -4.4074 2.5870 5.3460 -0.4994
C -4.1658 1.4340 4.6204 -0.5569
H 0.1388 -0.2587 -3.6298 0.3510
H 3.6286 -0.3988 -3.4296 0.4779
H 4.9129 1.2185 -2.0693 0.4251
H 3.7148 2.9935 -0.8088 0.4284
H 1.2491 3.0856 -0.9012 0.3770
H -0.6665 2.4909 -2.8355 0.3673
H -1.8353 2.5552 -0.9835 0.3854
H -2.2877 2.0535 1.2648 0.7352
H -3.1965 -0.8382 3.5229 0.4356
H -1.1567 2.2442 3.3032 0.5615
H -1.5964 4.3015 4.5739 0.3900
H -3.6764 4.5296 5.8902 0.3815
H -5.3111 2.6732 5.9339 0.3807
H -4.8801 0.6205 4.6441 0.3903
C 6.8723 -2.9632 0.2977 -1.5306
C 5.4353 -2.5492 0.1619 0.6772
C 4.5925 -3.1794 -0.7422 -0.9723
C 3.2590 -2.8170 -0.8820 0.3384
C 2.4227 -3.5175 -1.9138 -1.4353
C 2.7588 -1.7842 -0.0712 0.6222
C 1.3772 -1.3207 -0.1935 0.2953
O 0.5103 -1.8455 -0.8727 -0.5047
C 3.5988 -1.1298 0.8525 1.3547
C 3.1151 -0.0080 1.7379 -1.7097
C 4.9212 -1.5258 0.9511 -0.9856
H 7.1980 -3.5489 -0.5596 0.3726
H 7.0129 -3.5718 1.1926 0.3009
H 7.5213 -2.0930 0.3894 0.3736
H 4.9854 -3.9720 -1.3678 0.3087
H 3.0425 -4.2113 -2.4811 0.4044
H 1.9608 -2.8035 -2.5969 0.2364
H 1.6080 -4.0735 -1.4487 0.2943
H 1.1196 -0.4169 0.3783 0.1730
H 2.2843 -0.3204 2.3716 0.3627
H 2.7877 0.8501 1.1505 0.2578
H 3.9234 0.3211 2.3890 0.3832
H 5.5722 -1.0225 1.6559 0.3608
C -4.7449 -2.1655 -1.7177 -1.0983
Si -3.8336 -0.5170 -1.8410 0.7446
C -4.0554 0.2076 -3.5556 -1.0565
C -4.6480 0.6587 -0.6027 -1.0478
H -5.7925 -1.9937 -1.9777 0.3276
H -4.7080 -2.5691 -0.7054 0.2726
H -4.3450 -2.9143 -2.4003 0.2773
H -5.1200 0.3770 -3.7364 0.3819
H -3.6728 -0.4590 -4.3273 0.2949
H -3.5204 1.1497 -3.6477 0.2347
H -5.7047 0.7560 -0.8631 0.5072
H -4.2086 1.6568 -0.6321 0.2396
H -4.5873 0.2890 0.4215 0.2494
```